Entry 1:
C19H35I2NNbO3 | ωB97M-V/def2-TZVPD

```
61
C19H35I2NNbO3 (ωB97M-V/def2-TZVPD)
I -2.818 3.819 -3.440
I -5.998 1.841 -2.040
Nb -0.809 0.974 -1.749
O 4.613 2.245 -2.200
O 0.104 -2.274 -2.213
O 4.220 3.051 -0.149
N -0.353 -2.867 0.367
C 0.512 -4.763 4.886
C -1.557 -2.643 -0.443
C -2.879 1.944 -2.398
C -3.790 3.125 -0.302
C 3.844 2.868 -1.276
C -1.181 1.015 0.491
C -1.968 -3.546 5.168
C 1.325 3.075 -0.945
C -1.299 -2.250 -1.931
C -1.360 -4.145 6.263
C 6.012 2.157 -1.900
C 0.015 3.072 -1.764
C 2.533 3.300 -1.862
C -1.957 -0.911 -2.276
C -1.338 -3.558 3.931
C -0.119 -4.753 6.122
C -0.098 -4.167 3.790
C 6.365 0.903 -1.110
C -3.869 1.963 -1.289
H -1.771 -3.019 -2.559
H 0.395 -4.176 2.827
H -3.844 2.757 0.724
H 2.653 4.377 -2.039
H -0.379 -3.803 0.752
H -0.363 -2.246 1.167
H 0.196 3.473 -2.761
H -3.210 1.254 -3.175
H 1.281 3.875 -0.198
H 1.480 -5.234 4.775
H -4.588 3.851 -0.445
H -1.322 2.058 0.803
H -2.041 0.422 0.828
H -2.168 -1.861 0.015
H -2.889 -0.825 -1.692
H -3.823 1.010 -0.762
H -2.278 -0.926 -3.324
H 1.493 2.155 -0.376
H -2.839 3.646 -0.437
H 7.139 1.113 -0.369
H -1.810 -3.092 3.076
H 0.356 -5.217 6.977
H 6.318 3.055 -1.362
H 0.833 0.297 -1.374
H 2.382 2.819 -2.829
H -0.714 3.717 -1.262
H -0.295 0.653 1.029
H -1.852 -4.137 7.227
H -2.932 -3.067 5.278
H 0.223 -2.683 -3.074
H 6.499 2.164 -2.876
H 6.714 0.099 -1.760
H -2.172 -3.549 -0.443
H -0.310 1.010 -3.533
H 5.489 0.554 -0.563
```

The calculation puts the strongest force on any atom at 1.21 eV Å⁻¹. Its charge is -1. The calculation puts the lowest unoccupied orbital energy at 2.357 eV. The value obtained for the HOMO-LUMO gap is 7.11 eV. As for the energy above the lowest of the compared OMol25 structures with the same formula, charge and spin: 0.0 kcal/mol.

natural (NBO) population analysis, charges in e, atoms 1 to 6: I 0.025; I -0.141; Nb 1.822; O -0.514; O -0.707; O -0.618

---

Entry 2:
C19H35N3OSV | ωB97M-V/def2-TZVPD

```
60
C19H35N3OSV (ωB97M-V/def2-TZVPD)
V -0.442 -0.616 -0.183
S -2.635 0.855 1.505
O -2.244 0.289 0.132
N 1.396 -1.901 -0.794
N 0.535 1.190 -0.618
N 4.041 -2.898 -1.428
C -4.188 0.050 1.922
C 3.671 -2.531 -0.014
C -5.296 0.149 0.890
C -0.047 -1.845 2.897
C -0.499 -2.933 3.638
C -3.557 2.838 -0.273
C 2.575 -1.475 -0.029
C 0.573 4.216 -2.204
C 2.881 3.186 -2.139
C 1.007 2.185 -0.946
C 1.920 4.259 -0.061
C -1.549 -3.864 1.685
C -1.076 -2.774 0.958
C -3.148 2.567 1.165
C 1.765 -2.257 -2.168
C 1.600 3.467 -1.338
C 2.842 -3.334 -2.225
C -0.321 -1.746 1.533
C -1.246 -3.940 3.036
H -3.937 2.794 1.884
H -0.347 4.406 -1.650
H 0.332 3.656 -3.107
H -3.646 3.915 -0.416
H 0.890 -2.623 -2.704
H 3.321 4.138 -2.434
H -6.095 -0.539 1.162
H -5.724 1.149 0.851
H 4.743 -3.641 -1.423
H 2.948 -0.541 -0.457
H 4.477 -2.093 -1.884
H 0.513 -1.065 3.402
H -2.276 3.161 1.442
H -0.278 -2.992 4.696
H 2.633 3.728 0.569
H 3.163 -3.530 -3.247
H -4.935 -0.127 -0.100
H -1.597 -4.779 3.622
H -4.511 2.385 -0.527
H -3.880 -0.985 2.093
H 2.358 5.215 -0.346
H 0.994 -2.712 -0.320
H 0.999 5.175 -2.498
H 2.267 -1.274 0.997
H 4.568 -2.175 0.490
H 3.614 2.647 -1.537
H 2.492 -4.267 -1.781
H -2.140 -4.636 1.208
H 2.666 2.617 -3.044
H 3.331 -3.445 0.472
H 1.018 4.457 0.517
H -1.354 -2.731 -0.113
H -2.807 2.459 -0.965
H 2.105 -1.355 -2.683
H -4.466 0.470 2.892
```

The calculation puts the strongest force on any atom at 0.35 eV Å⁻¹. Its charge is +2. The calculation puts the lowest unoccupied orbital energy (alpha / beta) at -5.368 / -5.390 eV. As for the spin multiplicity: 4. The value obtained for the HOMO-LUMO gap (alpha / beta) is 7.43 / 8.40 eV. As for the energy above the lowest of the compared OMol25 structures with the same formula, charge and spin: 0.0 kcal/mol.

natural (NBO) population analysis, charges in e, atoms 1 to 6: V 1.119; S 1.246; O -1.023; N -0.646; N -0.504; N -0.493

---

Entry 3:
C19H36B2N2O11P | ωB97M-V/def2-TZVPD

```
71
C19H36B2N2O11P (ωB97M-V/def2-TZVPD)
P -3.977 -1.085 1.909
O -4.431 0.431 1.956
O 4.868 -1.112 0.341
O -2.854 -1.319 1.020
O 2.570 2.260 -1.751
O 5.030 -2.057 -2.231
O -5.323 -1.860 1.538
O 0.159 4.361 -0.370
O 4.502 1.943 -0.404
O -3.668 -1.523 3.405
O 2.810 -0.490 0.951
O 2.200 -2.111 -1.764
N -0.938 2.080 -1.934
N 2.177 -0.693 -1.826
C -4.660 -1.610 4.422
C 0.394 -2.163 -0.093
C -1.691 2.239 -0.694
C 0.095 1.399 2.560
C -5.655 0.885 2.532
C 3.723 -0.679 0.134
C -0.768 2.348 0.494
C 1.793 -0.254 -3.157
C 0.896 -2.564 -1.465
C -0.167 0.820 -1.874
C -0.802 1.363 1.485
C 0.426 0.476 -3.225
C 1.054 3.423 1.663
C 1.029 2.421 2.635
C -5.210 -2.987 0.652
C 3.463 -0.167 -1.327
C 0.162 3.390 0.587
C 5.721 0.329 -2.866
C 0.935 -3.055 1.032
B 4.755 -0.707 -2.128
B 3.482 1.385 -1.164
H -0.304 -0.120 -3.774
H -6.171 -3.497 0.662
H 0.245 -3.857 1.281
H -0.694 -2.245 -0.101
H 1.707 -1.147 -3.779
H -4.261 -2.248 5.207
H 1.746 2.441 3.440
H 5.651 -2.261 -1.523
H -4.431 -3.670 0.985
H -0.835 0.024 -1.526
H -1.506 0.555 1.388
H -4.987 -2.646 -0.357
H 5.172 0.975 -3.551
H 0.549 1.408 -3.775
H 0.946 -3.653 -1.510
H 1.144 -2.444 1.903
H -6.377 0.078 2.649
H 1.790 4.214 1.740
H 0.980 4.852 -0.291
H -4.862 -0.626 4.847
H -5.450 1.345 3.499
H -5.582 -2.051 4.042
H 1.900 -3.460 0.733
H -6.075 1.637 1.869
H 0.186 -2.268 -2.247
H -1.619 1.996 -2.681
H 0.594 0.939 -1.115
H 6.481 -0.212 -3.430
H -2.395 1.417 -0.517
H 0.619 -1.130 0.131
H 0.067 0.601 3.285
H 3.021 2.939 -2.256
H 6.248 0.936 -2.131
H -2.284 3.155 -0.758
H 2.550 0.368 -3.635
H 4.136 2.541 0.251
```

The calculation puts the strongest force on any atom at 1.11 eV Å⁻¹. Its charge is -1. The calculation puts the lowest unoccupied orbital energy at 1.981 eV. The value obtained for the HOMO-LUMO gap is 5.95 eV.

Löwdin population analysis, charges in e, atoms 1 to 6: P 0.353; O -0.197; O 0.002; O -0.198; O 0.159; O 0.107

---

Entry 4:
C19H36BFHfN3O4 | ωB97M-V/def2-TZVPD

```
65
C19H36BFHfN3O4 (ωB97M-V/def2-TZVPD)
Hf 4.576 3.099 0.441
F -3.694 2.463 -1.701
O -5.463 -0.133 -1.303
O -1.642 2.251 -0.350
O -2.444 0.363 -1.479
O 2.371 -1.828 4.473
N 2.403 3.629 -0.355
N 2.512 1.845 -2.900
N -3.828 1.000 0.289
C -0.356 1.729 -0.919
C 1.819 -2.795 1.154
C 0.730 1.622 0.304
C -0.614 -1.100 -0.748
C 1.827 -3.769 -0.167
C 0.355 -2.074 -1.697
C -0.004 2.583 -2.272
C 0.731 1.346 -4.706
C 2.876 -3.270 2.341
C -4.636 -0.184 -0.251
C 0.478 -3.609 -1.105
C -4.899 2.013 0.711
C 1.625 2.970 0.564
C 1.638 3.585 2.120
C -4.532 -1.646 0.546
C 3.230 -1.914 3.249
C -0.948 0.316 -1.503
C 1.179 1.946 -3.212
C 1.145 -1.060 4.187
B -2.906 1.583 -0.771
H -1.645 -1.698 -0.668
H 3.890 -3.660 1.851
H -0.149 -2.110 -2.767
H -0.981 2.639 -2.956
H 1.386 0.646 0.133
H -3.865 -2.414 -0.057
H 3.182 -0.931 2.593
H 1.870 -4.893 0.222
H -5.647 -2.029 0.663
H 2.510 4.386 2.246
H -0.218 -1.002 0.348
H 4.349 -1.967 3.662
H -0.767 0.031 -2.639
H 2.756 -3.611 -0.879
H 1.308 -0.111 3.515
H -0.313 1.798 -5.047
H -5.724 2.184 -0.112
H 2.139 -1.704 0.821
H 1.436 -1.625 -1.833
H -0.526 -3.854 -0.510
H -4.111 -1.454 1.633
H 0.580 -4.365 -2.020
H 2.348 -4.112 2.961
H 0.566 0.190 -4.608
H 0.677 -0.739 5.237
H 0.318 -1.735 3.654
H 1.931 2.680 2.832
H 0.094 1.439 1.297
H 1.546 1.521 -5.532
H 0.703 -2.682 1.553
H 0.601 4.045 2.433
H 0.239 3.717 -2.004
H 2.871 4.457 0.074
H -4.422 3.051 1.024
H -5.438 1.567 1.678
H 2.972 1.384 -3.733
```

The calculation puts the strongest force on any atom at 9.14 eV Å⁻¹. Its charge is +3. The calculation puts the lowest unoccupied orbital energy at -14.168 eV. The value obtained for the HOMO-LUMO gap is 2.01 eV. As for the energy above the lowest of the compared OMol25 structures with the same formula, charge and spin: 135.3 kcal/mol.

natural (NBO) population analysis, charges in e, atoms 1 to 6: Hf 1.733; F -0.462; O -0.288; O -0.721; O -0.462; O -0.534

---

Entry 5:
C19H36BI2N3O3 | ωB97M-V/def2-TZVPD

```
64
C19H36BI2N3O3 (ωB97M-V/def2-TZVPD)
I 3.928 -0.715 -2.362
I 2.016 -2.854 -4.045
O 3.094 2.263 2.300
O 1.304 -5.052 2.288
O 2.599 3.940 0.648
N 2.506 0.219 0.446
N -2.278 3.043 -2.043
N -0.004 0.176 1.095
C 1.868 1.544 0.200
C 0.348 1.422 0.444
C 0.446 -1.053 0.412
C 0.521 -2.191 1.464
C 1.847 -0.692 -1.753
C -2.867 1.583 -0.130
C 2.236 -5.138 3.254
C -1.193 -3.551 2.738
C -2.437 0.159 0.300
C -0.736 4.526 -2.735
C -1.012 3.190 -2.529
C -0.242 -1.098 -3.078
C -1.414 0.127 1.447
C -0.642 -3.177 1.362
C 1.009 -1.783 -2.516
C -2.909 1.792 -1.665
C 1.827 -0.908 -0.250
C -1.923 5.215 -2.371
C -2.852 4.286 -1.952
B 2.546 2.645 1.116
H 1.505 0.280 -2.083
H 3.494 0.280 0.182
H -1.611 1.009 2.059
H -2.056 6.280 -2.423
H 2.107 4.573 1.180
H -0.372 -3.689 3.432
H 2.487 0.030 1.453
H -1.500 -2.778 0.803
H -0.170 1.523 -0.516
H -0.324 -4.088 0.864
H -2.423 0.982 -2.199
H 2.629 -4.152 3.653
H -1.893 -2.780 3.079
H -2.127 -0.396 -0.584
H 1.922 -5.665 4.193
H -3.941 1.829 -2.000
H 3.215 3.013 2.894
H 0.654 -2.487 -1.771
H 2.013 1.870 -0.825
H -0.029 -0.622 -4.031
H -3.324 -0.353 0.666
H -0.523 -0.295 -2.394
H 2.436 -1.781 -0.045
H 1.411 -2.805 1.333
H 0.502 -1.742 2.453
H -0.393 2.320 -2.679
H 0.183 4.948 -3.090
H -0.282 -1.391 -0.327
H -2.207 2.326 0.308
H -1.766 -4.471 2.677
H -3.859 4.441 -1.613
H -1.090 -1.773 -3.126
H -1.608 -0.718 2.097
H -3.872 1.790 0.226
H 0.045 2.247 1.086
H 3.183 -5.676 2.981
```

The calculation puts the strongest force on any atom at 1.42 eV Å⁻¹. Its charge is 0. The calculation puts the lowest unoccupied orbital energy at -0.769 eV. The value obtained for the HOMO-LUMO gap is 4.03 eV.

natural (NBO) population analysis, charges in e, atoms 1 to 6: I 0.111; I 0.162; O -0.881; O -0.993; O -0.904; N -0.510

---

Entry 6:
C19H36BNO7SSi | ωB97M-V/def2-TZVPD

```
66
C19H36BNO7SSi (ωB97M-V/def2-TZVPD)
S -4.703 -0.714 -2.421
Si 2.197 0.705 -0.348
O -5.129 -0.144 -0.870
O -5.356 0.469 -3.514
O 3.770 -3.096 4.587
O -3.178 -0.658 -2.684
O 2.784 -1.076 5.062
O 3.890 -2.326 6.641
O -4.383 -0.987 -5.460
N -3.918 1.531 -5.506
C -3.364 1.775 0.823
C 1.172 0.912 1.306
C 0.894 -3.692 -0.727
C 3.996 1.357 -0.102
C 1.314 1.673 -1.811
C 3.335 -2.957 3.236
C -2.562 1.787 -0.616
C 2.127 -1.178 -0.904
C 1.906 -4.288 -1.881
C 3.591 -1.319 7.605
C 3.206 -1.678 -2.053
C 3.417 -2.065 5.396
C 3.060 -3.276 -2.519
C -3.798 0.287 1.355
C 0.972 -2.107 -0.204
C -0.711 3.366 -1.936
C -4.312 -0.749 0.193
C 0.861 3.194 -1.399
C -1.756 3.226 -0.682
B -4.569 0.349 -4.790
H -3.403 1.819 -1.459
H 4.047 -0.365 7.321
H -1.130 3.303 0.304
H -0.994 2.559 -2.760
H 0.049 -4.362 -0.263
H -5.014 -1.543 0.742
H -4.299 2.476 0.868
H 4.017 -1.631 8.563
H -4.723 0.455 2.090
H 3.672 -3.836 2.680
H 2.033 1.601 -2.733
H -4.393 2.435 -5.291
H -1.895 0.847 -0.813
H 1.458 0.121 2.125
H -2.881 1.578 -5.318
H -2.978 -0.269 1.992
H -4.758 -0.831 -6.393
H 0.216 -1.704 0.618
H 0.365 0.999 -2.072
H -2.482 4.152 -0.721
H 3.813 -3.631 -3.371
H 4.416 1.808 -1.110
H 3.780 -2.068 2.777
H 1.254 2.016 1.730
H 0.992 3.463 -0.267
H 0.023 0.758 1.024
H -2.588 2.202 1.625
H 2.509 -1.211 7.728
H 2.243 -2.915 3.184
H -3.378 -1.350 -0.176
H 4.008 2.252 0.680
H -0.809 4.417 -2.494
H 1.494 3.941 -2.081
H 4.024 -0.964 -2.551
H 4.759 0.559 0.298
H 1.803 -5.404 -2.254
```

The calculation puts the strongest force on any atom at 5.60 eV Å⁻¹. Its charge is 0. The calculation puts the lowest unoccupied orbital energy at 0.223 eV. The value obtained for the HOMO-LUMO gap is 8.69 eV.

natural (NBO) population analysis, charges in e, atoms 1 to 6: S 1.699; Si 1.648; O -0.711; O -0.901; O -0.496; O -0.894